No. 1
{
  "formula": "C13H23FN4",
  "method": "ωB97M-V/def2-TZVPD",
  "smiles": "CCCCCCCCc1nnc([C@@H](F)CC)nn1",
  "charge": 0,
  "fmax_ev_per_a": 0.34,
  "total_energy_ev": -22530.1247,
  "lumo_energy_ev": -0.67,
  "elements": ["C", "C", "C", "C", "C", "C", "C", "C", "C", "N", "N", "C", "C", "F", "C", "C", "N", "N", "H", "H", "H", "H", "H", "H", "H", "H", "H", "H", "H", "H", "H", "H", "H", "H", "H", "H", "H", "H", "H", "H", "H"],
  "coordinates": [[1.878, 2.970, 1.845], [1.748, 1.913, 0.749], [3.041, 1.738, -0.073], [3.623, 0.315, -0.112], [3.114, -0.538, -1.281], [1.707, -1.127, -1.093], [1.673, -2.355, -0.155], [0.860, -2.190, 1.140], [-0.560, -1.794, 0.877], [-1.023, -0.663, 1.415], [-2.257, -0.312, 1.159], [-2.974, -1.119, 0.382], [-4.388, -0.743, 0.027], [-4.909, 0.063, 1.030], [-4.456, -0.036, -1.337], [-4.411, 1.488, -1.227], [-2.534, -2.275, -0.124], [-1.306, -2.620, 0.129], [2.177, 3.936, 1.426], [0.930, 3.111, 2.372], [2.630, 2.673, 2.582], [1.475, 0.964, 1.217], [0.913, 2.185, 0.095], [2.869, 2.064, -1.105], [3.801, 2.412, 0.338], [3.400, -0.196, 0.836], [4.715, 0.371, -0.168], [3.815, -1.363, -1.463], [3.122, 0.079, -2.188], [1.312, -1.414, -2.071], [1.042, -0.339, -0.722], [1.278, -3.221, -0.692], [2.699, -2.613, 0.129], [1.305, -1.447, 1.805], [0.843, -3.148, 1.670], [-4.991, -1.655, 0.016], [-3.608, -0.380, -1.938], [-5.355, -0.356, -1.867], [-3.454, 1.831, -0.826], [-4.542, 1.925, -2.220], [-5.201, 1.867, -0.579]]
}



No. 2
{
  "formula": "C43H47GeN5SbTi",
  "method": "ωB97M-V/def2-TZVPD",
  "s2": 2.051,
  "charge": 1,
  "multiplicity": 3,
  "fmax_ev_per_a": 3.13,
  "total_energy_ev": -138964.1236,
  "lumo_energy_ev": [-2.51, -2.53],
  "elements": ["Ti", "C", "C", "C", "C", "C", "C", "N", "Sb", "C", "C", "C", "C", "C", "C", "N", "C", "C", "C", "C", "C", "C", "N", "H", "H", "H", "H", "H", "H", "H", "H", "H", "H", "H", "H", "H", "H", "H", "H", "H", "H", "C", "C", "N", "C", "C", "N", "C", "C", "H", "H", "H", "H", "H", "H", "H", "H", "H", "H", "H", "H", "H", "C", "Ge", "C", "C", "C", "C", "C", "C", "C", "C", "C", "C", "C", "C", "C", "C", "C", "C", "C", "C", "H", "H", "H", "H", "H", "H", "H", "H", "H", "H", "H", "H", "H", "H", "H", "H"],
  "coordinates": [[-0.110, 0.044, 0.644], [-3.515, -0.770, -0.300], [-2.480, -1.852, -0.252], [-2.853, -3.120, -0.620], [-1.992, -4.224, -0.476], [-0.758, -3.977, 0.113], [-0.388, -2.689, 0.436], [-1.187, -1.575, 0.218], [1.442, -2.510, 1.538], [0.682, -1.040, 2.980], [0.725, -1.400, 4.317], [0.468, -0.442, 5.283], [0.261, 0.866, 4.876], [0.235, 1.189, 3.529], [0.043, 2.612, 3.104], [0.398, 0.222, 2.589], [2.369, -0.972, 0.318], [3.686, -1.193, -0.035], [4.427, -0.180, -0.631], [3.822, 1.080, -0.748], [2.519, 1.278, -0.366], [1.906, 2.644, -0.403], [1.741, 0.229, 0.092], [-4.095, -0.760, 0.629], [-4.216, -0.932, -1.120], [-3.044, 0.202, -0.385], [-3.860, -3.271, -0.987], [-2.306, -5.221, -0.745], [-0.079, -4.792, 0.333], [0.959, -2.420, 4.591], [0.449, -0.702, 6.333], [0.130, 1.652, 5.607], [0.638, 3.275, 3.733], [-1.001, 2.914, 3.216], [0.308, 2.737, 2.061], [4.137, -2.154, 0.180], [5.451, -0.338, -0.939], [4.394, 1.922, -1.117], [2.334, 3.248, -1.205], [2.104, 3.166, 0.537], [0.824, 2.554, -0.506], [-0.101, -1.707, -4.413], [-0.006, -1.590, -2.869], [0.053, -0.185, -2.478], [-1.208, 0.466, -2.821], [-1.511, 0.305, -4.329], [-0.306, -0.325, -4.959], [0.902, 0.516, -4.689], [1.159, 0.476, -3.161], [-0.938, -2.328, -4.726], [0.812, -2.104, -4.855], [0.883, -2.105, -2.504], [-0.875, -2.044, -2.393], [-1.140, 1.513, -2.551], [-2.003, 0.024, -2.227], [-1.694, 1.267, -4.808], [-2.361, -0.350, -4.515], [-0.450, -0.386, -5.964], [0.686, 1.524, -5.039], [1.737, 0.115, -5.261], [1.249, 1.490, -2.779], [2.081, -0.058, -2.934], [-1.267, 1.511, 0.347], [-2.280, 3.075, -0.145], [-1.919, 4.662, 0.987], [-2.906, 5.308, 1.726], [-2.599, 6.413, 2.511], [-1.298, 6.888, 2.567], [-0.304, 6.266, 1.823], [-0.620, 5.166, 1.039], [-4.162, 2.548, 0.170], [-5.088, 2.221, -0.817], [-6.351, 1.748, -0.485], [-6.708, 1.588, 0.845], [-5.788, 1.881, 1.842], [-4.529, 2.352, 1.503], [-2.009, 3.810, -1.971], [-0.727, 3.987, -2.496], [-0.525, 4.603, -3.724], [-1.613, 5.061, -4.455], [-2.893, 4.914, -3.941], [-3.085, 4.303, -2.708], [-1.739, 1.205, 1.325], [-3.929, 4.954, 1.685], [-3.379, 6.906, 3.077], [-1.058, 7.748, 3.179], [0.712, 6.639, 1.851], [0.161, 4.697, 0.448], [-4.817, 2.315, -1.863], [-7.059, 1.503, -1.267], [-7.697, 1.234, 1.105], [-6.050, 1.744, 2.884], [-3.811, 2.564, 2.290], [0.137, 3.662, -1.923], [0.481, 4.752, -4.101], [-1.462, 5.555, -5.407], [-3.744, 5.287, -4.496], [-4.088, 4.229, -2.307]]
}



No. 3
{
  "formula": "C6H12O",
  "method": "ωB97M-V/def2-TZVPD",
  "s2": 0.754,
  "charge": 1,
  "multiplicity": 2,
  "fmax_ev_per_a": 4.62,
  "total_energy_ev": -8451.9813,
  "lumo_energy_ev": [-4.90, -8.52],
  "elements": ["C", "C", "C", "C", "C", "C", "H", "H", "H", "H", "H", "H", "H", "H", "H", "H", "H", "H", "O"],
  "coordinates": [[-1.019, -0.914, 2.026], [-0.803, 0.143, 0.901], [-0.188, 1.264, 1.219], [-1.193, 0.149, -1.520], [-1.625, 0.225, -0.249], [-3.109, 0.508, -0.042], [-1.397, -1.809, 1.519], [-1.866, -0.339, 2.581], [-0.191, -1.157, 2.641], [0.019, 2.210, 0.785], [0.426, 1.120, 2.071], [-1.607, 0.627, -2.426], [-0.369, -0.364, -2.005], [-3.648, -0.585, 0.238], [-3.553, 0.992, -0.922], [-3.276, 1.281, 0.656], [6.962, -0.818, -2.416], [5.774, -0.405, -1.570], [6.293, -1.125, -1.894]]
}



Quick rundown of ΔE to the lowest compared entry with this formula, charge and spin, same order as above: 0.000, 0.034, 3.066 eV